Density functional theory data (ωB97M-V with the def2-TZVPD basis set) for a cluster of 2 separate species, C2H2ClNS2 in total at a distorted geometry.

CARTESIAN COORDINATES (ANGSTROEM)
1 S -2.92229 2.52777 -0.48497
2 N -2.60831 1.17489 0.21590
3 S -2.38163 -0.27367 0.50483
4 Cl -2.96958 -1.84532 -0.79013
5 C 2.92523 -0.91907 -0.05275
6 C 2.48811 0.16708 0.15772
7 H 3.27750 -1.89857 -0.09762
8 H 2.19097 1.06690 0.54701

Results
Electronic energy (Ha): -1388.5819
HOMO energy (hartree): -0.3246
ΔE to the lowest compared entry with this formula, charge and spin (kcal/mol): 52.9
Spin multiplicity: 1
Total charge: 0
Lowest unoccupied orbital energy (eV): -1.643
M (g/mol): 139.632
SMILES: S=NSCl.C#C
Orbital gap (eV): 7.189